[1]
Density functional theory data (ωB97M-V/def2-TZVPD) for a 2-piece molecular cluster, C2H6N2O overall in a non-equilibrium geometry.

Energy above the lowest of the compared OMol25 structures with the same formula, charge and spin   810.16 kJ/mol
LUMO level (alpha / beta)   0.8 / 0.3 eV
Net charge   0
E_HOMO (alpha / beta)   -8.6 / -7.0 eV

Each line ends with the Löwdin charge.
Cartesian coordinates (Å):
1 H -2.652 0.960 -0.124  0.094
2 N -0.811 0.057 -0.317  -0.180
3 N -1.857 0.850 -0.756  0.018
4 H -2.095 -1.349 -0.110  0.091
5 H 3.885 -0.694 0.814  0.012
6 C 1.703 -0.151 0.287  -0.203
7 C 2.885 -0.450 0.545  0.044
8 H -1.483 1.753 -1.030  0.088
9 O -1.383 -0.982 0.447  -0.079
10 H 0.914 0.465 0.803  0.046
11 H 0.894 -0.458 -0.559  0.069

[2]
Density functional theory data (ωB97M-V/def2-TZVPD) for an isolated molecule of C2H6N2O2 in a non-equilibrium geometry.

Energy above the lowest of the compared OMol25 structures with the same formula, charge and spin   453.13 kJ/mol
LUMO level   0.0 eV
Net charge   0
E_HOMO   -8.4 eV

Each line ends with the Löwdin charge.
Cartesian coordinates (Å):
1 O 2.074 -0.142 0.479  0.099
2 H -1.656 -1.320 -0.773  0.105
3 N 0.091 1.418 -0.247  0.017
4 H 1.219 -1.675 -0.546  0.157
5 H -0.157 1.546 0.738  0.099
6 N 0.086 0.082 -0.675  -0.110
7 O -1.998 0.172 0.609  -0.105
8 H -0.708 1.840 -0.729  0.106
9 H 1.882 0.833 0.479  0.122
10 C 1.037 -0.692 -0.130  -0.205
11 H -0.549 -1.360 0.727  0.105
12 C -1.320 -0.700 0.069  -0.389

[3]
Density functional theory data (ωB97M-V/def2-TZVPD) for an isolated molecule of C2H6N2O2 in a non-equilibrium geometry.

Energy above the lowest of the compared OMol25 structures with the same formula, charge and spin   690.88 kJ/mol
LUMO level   0.1 eV
SMILES string   [H]/N=C(/CO)NO
Net charge   0
E_HOMO   -9.2 eV

Each line ends with the Löwdin charge.
Cartesian coordinates (Å):
1 H -2.598 0.468 -0.284  0.069
2 O 1.103 1.028 -0.245  -0.120
3 N -2.065 -0.471 -0.175  0.110
4 C 0.258 -1.152 0.104  -0.230
5 C -0.762 -0.224 -0.245  -0.496
6 H 1.924 0.016 0.122  0.116
7 H 0.348 -0.896 1.136  0.126
8 O 1.571 -0.928 -0.356  -0.174
9 H 1.265 1.474 0.705  0.198
10 H -0.728 1.920 -0.466  0.199
11 N -0.348 1.009 -0.010  0.022
12 H 0.033 -2.245 -0.284  0.181

[4]
Density functional theory data (ωB97M-V/def2-TZVPD) for a 2-piece molecular cluster, C2H6N2O2 overall.

Energy above the lowest of the compared OMol25 structures with the same formula, charge and spin   28.38 kJ/mol
LUMO level   0.6 eV
SMILES string   NC=O.NC=O
Net charge   0
E_HOMO   -9.6 eV

Each line ends with the Löwdin charge.
Cartesian coordinates (Å):
1 C -2.030 -0.568 0.566  -0.411
2 H -2.409 -1.137 1.424  0.126
3 H 3.588 0.170 0.817  0.120
4 H 1.221 0.630 -0.847  0.091
5 H -3.917 -0.684 -0.279  0.094
6 N 1.923 0.065 -0.392  0.108
7 N -3.006 -0.267 -0.326  0.122
8 O 3.594 1.620 -0.573  0.005
9 O -0.881 -0.213 0.454  0.003
10 C 3.092 0.661 -0.034  -0.434
11 H 1.558 -0.539 0.329  0.069
12 H -2.732 0.263 -1.139  0.106

[5]
Density functional theory data (ωB97M-V/def2-TZVPD) for a 2-piece molecular cluster, C2H6N2O2 overall in a non-equilibrium geometry.

Energy above the lowest of the compared OMol25 structures with the same formula, charge and spin   691.62 kJ/mol
LUMO level (alpha / beta)   0.3 / -0.3 eV
SMILES string   [O-]/[NH+]=C1/CO1.N
Net charge   0
E_HOMO (alpha / beta)   -8.7 / -8.9 eV

Each line ends with the Löwdin charge.
Cartesian coordinates (Å):
1 H -1.573 0.653 1.973  -0.021
2 O 1.901 2.631 -1.527  -0.066
3 C 0.536 -0.761 -2.287  -0.075
4 H -1.306 -0.984 2.266  0.036
5 C 0.350 0.673 -1.905  -0.109
6 H 1.460 -1.254 -2.411  0.096
7 N 1.444 1.568 -1.116  -0.114
8 N -1.031 -0.132 1.677  -0.032
9 H -0.031 0.014 2.043  0.031
10 H -0.224 -1.421 -2.273  0.060
11 O 0.469 0.337 -3.172  0.024
12 H 1.225 1.632 -0.017  0.170

[6]
Density functional theory data (ωB97M-V/def2-TZVPD) for a 2-piece molecular cluster, C2H6N2O2 overall in a non-equilibrium geometry.

Energy above the lowest of the compared OMol25 structures with the same formula, charge and spin   101.11 kJ/mol
LUMO level   0.7 eV
SMILES string   [H]/N=C/N.O=CO
Net charge   0
E_HOMO   -9.5 eV

Each line ends with the Löwdin charge.
Cartesian coordinates (Å):
1 C -0.334 1.120 1.560  -0.386
2 H -1.344 2.512 0.868  0.030
3 H -1.729 -0.856 -1.411  0.107
4 H 1.170 0.097 0.690  0.058
5 N 0.751 0.308 1.585  0.099
6 C 0.154 -0.698 -1.264  -0.412
7 N -0.624 1.867 0.560  0.038
8 H -0.954 1.054 2.460  0.116
9 H -0.026 0.382 -1.152  0.104
10 O 1.189 -1.211 -0.953  0.060
11 H 0.892 -0.336 2.335  0.092
12 O -0.947 -1.382 -1.592  0.093